Record 1
Below is 6 unconnected molecules or ions with the total composition C6H24, with properties calculated with wB97M-V/def2-TZVPD.

```
30
Properties=species:S:1:pos:R:3:forces:R:3
C -0.245 -2.602 3.341 1.1485 0.7701 0.5863
C -6.183 1.599 1.163 -1.8380 -1.3673 1.3676
C 0.820 -0.069 -6.530 -0.7114 2.2710 -1.5824
C 4.859 0.792 1.912 -1.2502 2.2016 2.2919
C -2.612 4.009 4.321 -1.0751 -2.2371 0.8265
C 3.438 -3.788 -4.240 -1.5621 2.2262 0.2574
H 3.399 -4.767 -4.559 0.3489 -2.2069 -0.9248
H 1.722 -0.429 -6.106 1.2844 -0.1503 -0.2705
H 2.718 -3.768 -3.405 1.1480 0.1807 0.5772
H -0.517 -2.384 4.423 -0.1879 -0.4559 -1.6804
H -5.834 1.210 2.109 0.5498 -0.2717 0.0992
H 4.468 -3.405 -4.134 -0.8672 -0.1098 0.3268
H 0.300 -0.841 -7.074 0.0943 -0.2421 -0.4581
H -0.623 -3.475 2.844 -0.4258 -0.7721 0.5801
H 0.853 -2.662 3.313 -0.2439 -0.1429 0.0778
H 0.224 0.107 -5.669 -0.8284 0.5885 0.7075
H 2.810 -3.199 -4.939 0.9288 -0.0858 -0.2392
H -7.038 0.912 0.883 0.7600 1.3676 0.0266
H 4.288 1.315 1.122 -0.7188 -0.3361 0.9109
H 4.627 1.150 3.061 0.3118 -0.5138 -3.1494
H -6.379 2.623 1.369 -1.1120 0.8051 0.0216
H -0.477 -1.820 2.625 -0.2900 0.6028 0.4359
H 0.882 0.936 -7.184 0.1649 -2.4713 1.6064
H -5.445 1.636 0.442 1.6445 -0.5315 -1.5119
H -2.298 3.644 3.319 -0.7505 -0.0552 0.6742
H 4.646 -0.261 1.913 0.6042 -0.4402 -0.4092
H -2.273 5.006 4.373 0.6794 1.0574 0.6072
H 5.813 1.205 1.636 1.0512 -0.9127 0.3560
H -2.219 3.293 5.127 -0.0721 1.3664 -1.1751
H -3.726 4.029 4.543 1.2148 -0.1347 -0.9361
```
Positions in Å, forces in eV/Å.

Computed properties:
Multiplicity: 1
Molecular weight (g mol⁻¹): 96.3
Total charge: 0
HOMO level (eV): -12.32
SMILES: C.C.C.C.C.C

Atomic partial charges in e from the Mulliken method, atoms 1 to 5: atom 1 (C): -0.90, atom 2 (C): -0.99, atom 3 (C): -0.93, atom 4 (C): -0.88, atom 5 (C): -0.87

---

Record 2
Below is a molecular structure, CHN3O2, with properties calculated with wB97M-V/def2-TZVPD.

```
7
Properties=species:S:1:pos:R:3:forces:R:3
O -0.433 -0.632 0.776 -1.2618 0.0745 -0.2995
O -0.368 1.553 0.009 -2.2727 2.5782 4.6635
N 0.117 -1.792 0.052 0.4960 -1.0619 0.9334
N 0.773 -1.253 -0.842 1.4449 -10.2170 -0.9942
N 0.734 -0.058 -0.941 1.3565 6.5681 -3.4244
C -0.072 0.284 -0.044 -1.1925 3.8156 3.0986
H -0.750 1.896 0.990 1.4296 -1.7576 -3.9774
```
Positions in Å, forces in eV/Å.

Computed properties:
Multiplicity: 1
Molecular weight (g mol⁻¹): 87.0
Total charge: 0
HOMO level (eV): -10.76

Atomic partial charges in e from the Mulliken method, atoms 1 to 5: atom 1 (O): -0.21, atom 2 (O): -0.49, atom 3 (N): -0.06, atom 4 (N): -0.11, atom 5 (N): -0.28

---

Record 3
Below is a molecular structure, CaH14O7, with properties calculated with wB97M-V/def2-TZVPD.

```
22
Properties=species:S:1:pos:R:3:forces:R:3
Ca 0.119 0.081 0.067 -0.3018 -0.0190 -0.6368
O 2.487 -0.070 -0.165 0.3660 0.1634 -0.1689
O -0.033 -0.099 -2.391 -0.0990 -0.3100 -0.1923
O 0.692 -1.483 1.676 0.0565 -0.4122 0.8451
O -1.135 -2.298 -0.743 -0.0029 0.1446 0.0260
O 0.598 1.330 2.078 0.2212 0.0333 0.2497
O -0.261 2.268 -0.843 -0.0545 0.4649 0.1579
O -2.190 0.439 0.396 -0.4826 -0.2191 0.1957
H 3.118 0.201 0.519 -0.1145 -0.0590 -0.1581
H -0.896 -0.062 -2.832 0.2239 0.0625 -0.0098
H -1.544 -3.095 -0.373 0.1609 0.1341 0.0028
H 0.534 -0.605 -2.994 -0.1120 0.1837 0.0918
H 1.134 0.809 2.696 -0.1407 0.1691 -0.0418
H -2.726 -0.158 0.942 0.0585 0.1579 -0.1941
H -0.616 2.573 -1.691 0.2121 -0.0920 0.0776
H 0.113 -1.687 2.430 0.2047 -0.0611 -0.2047
H -0.146 3.074 -0.316 -0.0370 -0.1391 -0.1768
H 1.456 -2.074 1.777 -0.2080 0.0887 -0.1748
H 0.502 2.198 2.499 -0.0599 -0.1770 -0.1448
H 2.991 -0.016 -0.994 -0.0956 -0.0465 0.2086
H -1.361 -2.327 -1.681 0.0180 -0.0851 0.1157
H -2.835 1.002 -0.058 0.1867 0.0179 0.1321
```
Positions in Å, forces in eV/Å.

Computed properties:
Multiplicity: 1
Molecular weight (g mol⁻¹): 166.2
Total charge: +2
HOMO level (eV): -18.89

Atomic partial charges in e from the Mulliken method, atoms 1 to 5: atom 1 (Ca): 1.97, atom 2 (O): -0.63, atom 3 (O): -0.55, atom 4 (O): -0.55, atom 5 (O): -0.50

---

Record 4
Below is a single C10H18S molecule, with properties calculated with wB97M-V/def2-TZVPD.

```
29
Properties=species:S:1:pos:R:3:forces:R:3
S 3.178 0.491 0.492 1.9481 -1.7639 0.4498
C 4.245 0.899 -1.072 -0.7910 0.0867 -1.5612
C 2.051 -0.831 0.598 2.1520 0.7103 -0.6583
C 0.160 0.885 0.353 -0.8158 -2.4830 -0.8638
C 0.723 -0.533 0.248 -1.1203 0.1141 0.0596
C -3.769 1.418 0.615 -0.0111 0.6231 -0.2140
C -1.602 -0.728 -0.208 2.8222 0.6252 -0.4335
C -2.350 1.676 0.221 1.3400 -1.0309 -0.3851
C -1.349 0.587 0.549 0.1885 -0.3812 2.2429
C -0.035 -2.907 -0.391 0.1616 0.5400 2.7296
C -0.196 -1.422 -0.107 -1.5426 -0.7636 0.8297
H 4.256 -0.394 0.831 -1.2514 1.5747 0.0295
H 5.082 1.636 -0.880 -0.9341 -1.0090 0.0716
H -2.208 1.823 -0.827 -0.4504 0.3546 -1.0972
H -2.457 -1.220 0.183 -0.6733 -0.9007 0.1002
H 0.964 -3.336 -0.295 0.2946 0.6287 -0.8636
H 0.665 1.284 1.204 0.0983 1.4351 0.1907
H -3.849 1.145 1.651 -0.0532 0.0283 0.5979
H 4.570 -0.108 -1.393 0.3621 0.6709 0.1277
H -4.381 2.303 0.411 -0.0589 -0.1848 0.1400
H -0.504 -2.950 -1.321 -0.5158 -1.3103 -1.7818
H 3.614 1.275 -1.953 0.6570 -0.2632 1.4922
H -4.157 0.600 0.048 -0.4400 -0.5864 -0.4665
H -1.690 -0.491 -1.291 -0.6734 -0.0730 0.4173
H 2.507 -1.757 0.244 -0.2598 -0.0181 0.1992
H -1.379 0.479 1.706 -0.3844 -0.5819 -1.6492
H -1.902 2.507 0.667 0.0838 1.9167 0.9196
H -0.514 -3.571 0.375 -0.4938 0.7911 -0.7025
H 0.327 1.240 -0.659 0.3611 1.2504 0.0793
```
Positions in Å, forces in eV/Å.

Computed properties:
Multiplicity: 1
Molecular weight (g mol⁻¹): 170.3
Total charge: 0
HOMO level (eV): -6.60

Atomic partial charges in e from the Mulliken method, atoms 1 to 5: atom 1 (S): -0.01, atom 2 (C): -0.88, atom 3 (C): -0.93, atom 4 (C): -1.33, atom 5 (C): 1.06

---

Record 5
Below is 2 unconnected molecules or ions with the total composition C11H15N, with properties calculated with wB97M-V/def2-TZVPD.

```
27
Properties=species:S:1:pos:R:3:forces:R:3
N 0.341 0.830 0.272 -0.7979 -0.6585 0.7098
C 3.020 1.265 3.475 0.9820 1.6901 -0.6522
C 0.057 -0.143 1.253 0.4867 0.3310 -0.8955
C -0.301 1.092 -2.128 -1.2020 0.0822 0.3427
C -1.169 -0.623 -0.574 1.1563 0.0537 -0.0563
C -0.934 0.395 -3.151 1.7703 1.0619 1.1101
C -1.631 -0.782 -2.903 -0.3861 -0.2196 -1.4935
C -1.377 -2.318 1.396 1.5323 1.5638 1.0927
C -0.410 0.548 -0.836 0.4613 -0.2504 -0.6526
C -1.797 -1.305 -1.627 -1.3387 1.2384 -0.1688
C -0.835 -1.055 0.764 0.1018 0.3242 -0.0139
C 3.233 1.638 1.978 -0.1023 -2.6734 -0.0516
H -1.550 -3.022 0.583 -0.6497 -0.2338 0.5980
H 3.129 0.676 1.426 0.1883 0.4558 0.0638
H 2.466 2.228 1.499 0.1591 0.9049 0.3554
H -2.671 -1.910 -1.364 0.8008 -0.7037 -0.4308
H 0.855 1.679 0.415 0.0434 -0.1074 0.0357
H 4.264 1.940 1.797 -0.2807 0.4936 -0.0939
H 0.076 2.093 -2.338 0.4416 -0.3899 0.2049
H -0.641 -2.691 2.144 -0.2470 -0.1507 -0.8121
H 0.717 -0.177 2.104 -0.3168 -0.0202 0.3207
H 1.971 1.228 3.741 -0.0638 -0.1223 0.1655
H -2.159 -1.937 2.062 -0.7899 -0.9420 -0.6427
H -2.012 -1.166 -3.866 -0.4042 -0.5398 1.0882
H 3.538 2.070 4.044 -0.6262 -0.6404 0.1356
H -0.690 0.828 -4.114 -0.7451 -0.4878 -0.3985
H 3.534 0.329 3.680 -0.1736 -0.0599 0.1391
```
Positions in Å, forces in eV/Å.

Computed properties:
Multiplicity: 1
Molecular weight (g mol⁻¹): 161.2
Total charge: 0
HOMO level (eV): -7.81
SMILES: Cc1c[nH]c2ccccc12.CC

Atomic partial charges in e from the Mulliken method, atoms 1 to 5: atom 1 (N): 0.09, atom 2 (C): -0.83, atom 3 (C): -0.80, atom 4 (C): -0.56, atom 5 (C): 0.91

---

Record 6
Below is a single C22H30N4O3S molecule, with properties calculated with wB97M-V/def2-TZVPD.

```
60
Properties=species:S:1:pos:R:3:forces:R:3
S 1.115 -2.765 2.424 -0.2168 0.0627 -0.4178
O -2.193 -1.530 -1.073 -0.0229 -0.1518 -0.2917
O 0.389 3.468 -2.381 0.0217 0.1881 -0.3666
O -4.790 1.130 1.169 -0.1237 0.2755 0.3653
N -3.917 0.657 -0.871 0.1738 0.0753 -0.5656
N -2.870 -1.504 1.102 0.3096 -0.1041 -0.1749
N 0.502 2.647 -0.295 0.2300 0.1443 0.3121
N -1.430 -1.957 2.901 -0.1325 0.0104 0.6759
C -1.906 -1.712 0.103 0.1075 -0.0401 0.1994
C 2.920 -3.257 0.302 0.1745 -0.1073 -0.0811
C 2.568 1.520 1.395 0.1391 -0.2868 -0.3112
C 0.704 -2.447 -1.583 0.1483 0.1255 -0.1608
C 0.132 1.771 0.791 -0.0448 -0.4230 0.0979
C -0.075 2.748 -1.515 -0.3411 -0.2669 -0.1991
C 0.549 -2.474 -0.097 0.2337 -0.1536 0.0638
C 1.708 3.404 -0.019 0.3340 0.1895 -0.3198
C -4.336 0.348 0.363 -0.0070 -0.7450 -0.0783
C 3.707 0.533 1.631 -0.2151 0.2466 0.0875
C 2.182 -2.469 -1.965 -0.1173 -0.2565 -0.0284
C -0.635 -2.134 0.618 0.0714 -0.0595 0.7083
C -2.536 2.700 -1.078 -0.1602 -0.2451 -0.1218
C -2.572 -1.610 2.421 0.1253 -0.0516 0.3608
C -3.878 2.018 -1.360 0.0672 0.3450 0.2471
C -4.214 -1.161 0.679 -0.4108 0.3573 -0.1784
C -0.473 -2.240 1.998 0.0522 0.0263 -0.7869
C 2.912 -3.569 -1.197 0.1180 0.2078 0.0474
C 1.558 -2.842 0.736 -0.3263 0.1445 0.2238
C 2.885 2.467 0.237 -0.2533 0.1562 0.3403
C -1.366 1.981 -1.755 0.0377 0.2468 0.0206
C 1.264 0.785 1.086 -0.0904 0.3746 0.2311
H 4.618 1.059 1.904 0.1556 0.0077 0.0279
H 0.193 -3.318 -2.006 -0.0432 0.0522 -0.0856
H 2.281 -2.631 -3.039 0.0312 0.0689 -0.0129
H 0.207 -1.563 -1.988 -0.0198 -0.0691 -0.0269
H -4.075 1.998 -2.434 -0.0341 0.0412 0.0440
H 0.979 0.158 1.932 0.0003 -0.0925 0.0022
H 3.079 1.886 -0.667 0.0469 -0.0400 -0.0749
H -1.284 0.947 -1.419 -0.0335 -0.0643 0.0196
H 2.404 -4.520 -1.367 0.0150 -0.0808 -0.0217
H -3.421 -0.056 -1.398 -0.1544 -0.0088 0.2402
H 1.898 4.042 -0.884 -0.0496 -0.0249 0.1965
H 1.533 4.034 0.861 0.0130 0.0072 -0.0184
H 3.454 -0.160 2.431 0.0208 -0.1313 0.0918
H 3.249 -4.128 0.874 0.0570 0.0106 -0.0037
H 3.902 -0.039 0.726 0.0352 -0.1032 -0.1299
H 2.424 2.114 2.305 -0.0296 0.0399 0.0044
H -0.779 1.223 0.560 -0.0531 0.0855 -0.0050
H -4.450 -1.743 -0.215 0.0260 -0.0007 0.1866
H 1.411 0.142 0.215 0.0037 -0.0928 -0.0501
H 3.775 3.056 0.461 0.0848 0.0154 -0.0261
H 3.938 -3.665 -1.554 -0.0047 -0.0743 0.0052
H -2.583 3.725 -1.449 0.0251 0.0584 0.0344
H -2.387 2.742 0.002 -0.0234 0.0531 0.0387
H -3.366 -1.383 3.118 -0.2067 0.0561 -0.0695
H -4.675 2.567 -0.853 0.0349 -0.0384 -0.1671
H 2.636 -1.504 -1.729 0.0392 0.0871 -0.0251
H -4.911 -1.401 1.483 0.0918 0.0662 -0.0981
H -1.527 1.976 -2.835 0.1056 -0.0219 0.0465
H 3.629 -2.449 0.512 0.0526 -0.0366 0.0065
H -0.057 2.383 1.684 -0.0684 -0.0552 -0.0286
```
Positions in Å, forces in eV/Å.

Computed properties:
Multiplicity: 1
Molecular weight (g mol⁻¹): 430.6
Total charge: 0
HOMO level (eV): -8.53
SMILES: CC1CCN(C(=O)CCCNC(=O)Cn2cnc3sc4c(c3c2=O)CCCC4)CC1

Atomic partial charges in e from the Mulliken method, atoms 1 to 5: atom 1 (S): -0.30, atom 2 (O): -0.86, atom 3 (O): -0.71, atom 4 (O): -0.66, atom 5 (N): -0.02

---

Record 7
Below is a gas-phase ion, C6H8N (charge +1), with properties calculated with wB97M-V/def2-TZVPD.

```
15
Properties=species:S:1:pos:R:3:forces:R:3
N -0.604 1.570 -0.104 1.2437 -0.6976 0.5889
C 0.411 -0.771 -0.250 -3.0778 1.5204 -4.6854
C 1.981 -0.480 0.160 -0.7934 0.8477 -0.4010
C -0.860 0.135 -0.028 -0.2214 1.4218 0.0414
C 0.705 1.786 0.094 -1.1340 -3.2315 -1.6385
C 1.450 0.735 -0.197 2.0609 -0.6742 0.3001
C -2.132 -0.192 0.058 2.3680 -3.4165 0.2892
H 2.539 -1.146 -0.427 0.8299 -0.2892 -1.5079
H -2.414 -1.236 0.148 -0.2982 0.2691 -0.1070
H 0.278 -1.674 0.215 -0.2945 -2.0034 1.9764
H -1.127 2.298 0.337 -1.3114 -0.1725 0.1012
H 2.068 -0.773 1.148 0.2423 -0.0176 2.2864
H 0.262 -1.113 -1.373 1.0668 1.0289 1.9712
H 1.034 2.720 0.217 1.5952 3.4959 0.6776
H -2.791 0.571 0.148 -2.2761 1.9186 0.1074
```
Positions in Å, forces in eV/Å.

Computed properties:
Multiplicity: 1
Molecular weight (g mol⁻¹): 94.1
Total charge: +1
HOMO level (eV): -13.31

Atomic partial charges in e from the Mulliken method, atoms 1 to 5: atom 1 (N): -0.13, atom 2 (C): -0.53, atom 3 (C): -0.26, atom 4 (C): 0.30, atom 5 (C): -0.43

---

Record 8
Below is a gas-phase ion, C4H10N5 (charge +1), with properties calculated with wB97M-V/def2-TZVPD.

```
19
Properties=species:S:1:pos:R:3:forces:R:3
N 1.077 1.220 -0.632 3.1910 3.3220 -0.3706
N -0.538 0.503 1.179 -2.8221 -4.5288 0.5942
N 1.289 -1.912 0.351 0.6391 1.3098 -0.2048
N -0.045 0.688 -1.175 1.4026 -4.3509 -0.0165
N 3.280 0.983 0.062 -0.8163 2.2149 -1.0372
C 1.652 -0.743 0.426 0.2367 -1.5794 0.3102
C -0.957 0.263 -0.135 -1.3231 0.6314 1.7943
C 2.024 0.506 -0.068 -0.5500 -1.3442 -0.6774
C -1.866 -0.841 -0.458 -1.1873 -0.9372 2.5913
H 0.182 -0.158 -1.834 -0.2989 1.0329 1.2709
H -1.460 -1.816 -0.195 0.7199 -0.3854 0.6031
H -0.982 -0.240 1.904 1.5050 2.8609 -2.2143
H -2.835 -0.860 0.195 1.3867 0.5307 -1.7278
H -0.074 1.295 1.535 0.2819 0.9769 0.1417
H 3.369 1.932 -0.396 0.4029 -1.7324 0.9302
H 4.066 0.477 0.443 -0.3052 0.1271 0.0265
H 1.016 -2.311 1.238 -0.2398 -0.6098 0.3297
H -0.361 1.331 -1.836 -1.3081 1.8657 -1.0058
H -1.968 -1.043 -1.489 -0.9150 0.5956 -1.3379
```
Positions in Å, forces in eV/Å.

Computed properties:
Multiplicity: 1
Molecular weight (g mol⁻¹): 128.2
Total charge: +1
HOMO level (alpha / beta) (eV): -11.95 / -11.24

Atomic partial charges in e from the Mulliken method, atoms 1 to 5: atom 1 (N): -1.09, atom 2 (N): -0.40, atom 3 (N): -0.43, atom 4 (N): 0.39, atom 5 (N): -0.41